Record 1
# C5H15NOS

A cluster of 2 separate species, C5H15NOS in total at a distorted geometry (ωB97M-V/def2-TZVPD, the OMol25 dataset).

Properties
ΔE to the lowest compared entry with this formula, charge and spin, kJ/mol: 238.0
LUMO level, eV: 0.6293
Gap between HOMO and LUMO, eV: 8.38
HOMO level, eV: -7.753

ORCA input file:
```
! RIJCOSX wB97M-V def2-TZVPD def2/J DEFGRID3
* xyz 0 1
C -0.0044 1.9423 -1.9499
S 0.9058 1.9765 -0.2729
C -0.5235 1.7278 0.8618
C -0.1394 0.5032 1.5684
C -0.0876 -0.6663 0.6549
C 0.5319 -1.7951 1.4194
N -1.2710 -1.0785 -0.1118
H 0.5800 2.5429 -2.6496
H -0.0716 0.9472 -2.1221
H -0.9839 2.1871 -1.7110
H -1.4436 1.5753 0.3691
H -0.6380 2.6795 1.4868
H 0.8424 0.6793 2.0659
H -0.7650 0.2366 2.4750
H 0.5590 -0.3399 -0.2470
H 0.6089 -1.6591 2.4960
H -0.2208 -2.6554 1.3744
H 1.4068 -2.3233 1.0297
H -1.9540 -0.4106 0.1033
H -1.6937 -1.8982 -0.0506
O 1.2579 -1.2040 -1.9756
H 0.9706 -1.8818 -2.6697
H 2.1332 -1.0858 -2.1443
*
```

Record 2
# C45H56BBr3F3N2O5

A structure of composition C45H56BBr3F3N2O5 at a distorted geometry (ωB97M-V/def2-TZVPD, the OMol25 dataset).

Properties
ΔE to the lowest compared entry with this formula, charge and spin, kJ/mol: 0.0
LUMO level, eV: -3.4346
Gap between HOMO and LUMO, eV: 6.90
HOMO level, eV: -10.330

ORCA input file:
```
! RIJCOSX wB97M-V def2-TZVPD def2/J DEFGRID3
* xyz 1 1
C 4.8840 -4.3307 -2.3960
C 3.6371 -4.5843 -1.8763
C 2.3730 -4.5761 -2.7338
C 2.0097 -3.1588 -3.2977
C 0.8084 -2.3733 -2.6762
C 1.2451 -1.7397 -1.3480
C 1.4606 -2.6912 -0.1307
C 2.7618 -2.4068 0.6643
C 2.9321 -0.8995 1.0134
N 4.2070 -0.3953 0.4278
O -0.4847 -2.8747 -2.8741
C -1.3868 -2.7460 -1.7631
C -2.8005 -3.0800 -2.3053
O -3.6864 -2.0759 -1.8103
C -4.9321 -2.6173 -1.3697
C -4.8239 -3.2834 0.0197
C 0.8737 -1.1621 -3.7038
C 0.1353 0.1163 -3.3607
C 0.9574 1.2326 -2.6604
O 2.1643 1.3041 -2.6682
C 0.0907 2.2488 -1.9094
C 0.0136 3.5723 -2.3064
C -0.8060 4.4395 -1.6293
C -1.5781 4.0446 -0.5592
C -1.4987 2.7229 -0.1516
C -0.6722 1.8420 -0.8244
N 1.5673 -1.4328 -4.7481
B 1.7321 -0.2949 -5.7491
O 2.6332 0.6998 -5.5382
O 0.9969 -0.3178 -6.9097
C -0.1182 0.5929 -6.9384
C 2.0964 -2.8440 -4.7945
Br 3.9284 -2.8009 -5.4825
C 1.1686 -3.5485 -5.8752
Br 1.8027 -3.3113 -7.7441
C 0.9200 -5.0746 -5.7791
C 0.0658 -5.5590 -4.5902
Br 2.5280 -6.1787 -6.0650
H 5.6100 -5.1457 -2.4847
H 5.2028 -3.3466 -2.7508
H 3.5803 -4.8217 -0.8080
H 2.5395 -5.3283 -3.5055
H 1.5066 -4.9182 -2.1524
H 2.8425 -2.5554 -2.9099
H 2.1945 -1.2127 -1.5147
H 0.5589 -0.9635 -0.9916
H 1.3718 -3.7604 -0.3456
H 0.6512 -2.4595 0.5782
H 2.7358 -3.0076 1.5849
H 3.6730 -2.7104 0.1378
H 2.9696 -0.7248 2.0933
H 2.1345 -0.2717 0.5992
H 4.9448 -1.0313 0.7230
H 4.1392 -0.5617 -0.5756
H -1.4685 -1.7364 -1.3521
H -1.1458 -3.5123 -1.0165
H -2.7742 -2.9321 -3.3974
H -3.1283 -4.0877 -2.0366
H -5.6224 -1.7743 -1.2504
H -5.3091 -3.3051 -2.1381
H -4.2786 -4.2277 -0.1154
H -4.2056 -2.6592 0.6744
H -5.8154 -3.4382 0.4501
H -0.4314 0.5303 -4.2047
H -0.6302 -0.1593 -2.6231
H 0.5789 3.9371 -3.1616
H -0.8919 5.4746 -1.9547
H -2.2429 4.7279 -0.0401
H -2.1140 2.3869 0.6784
H -0.6839 0.8101 -0.4688
H 2.2377 1.5613 -5.3605
H -0.5384 0.6303 -7.9444
H -0.9104 0.1804 -6.2927
H 0.1771 1.5847 -6.5702
H 0.1844 -3.0674 -5.8957
H 0.3303 -5.3057 -6.6691
H -0.6403 -6.3052 -4.9767
H -0.5480 -4.7230 -4.2390
H 0.6200 -6.0643 -3.8013
F 0.2743 0.3258 2.5736
C 0.8283 1.3729 3.2271
C 0.8243 1.3974 4.6058
C 1.3945 2.4766 5.2643
C 1.9519 3.5173 4.5350
C 1.9471 3.4777 3.1479
C 1.3866 2.3956 2.4835
H 0.3776 0.5785 5.1547
H 1.4030 2.5058 6.3467
H 2.3933 4.3605 5.0491
H 2.3819 4.2908 2.5818
H 1.3779 2.3380 1.4021
F 1.5574 6.8834 4.2683
C 0.2716 6.9935 4.6662
C -0.4418 8.1271 4.3321
C -1.7645 8.2347 4.7391
C -2.3502 7.2158 5.4799
C -1.6153 6.0842 5.8106
C -0.2965 5.9693 5.3966
H 0.0353 8.9134 3.7615
H -2.3380 9.1147 4.4788
H -3.3806 7.3047 5.7995
H -2.0676 5.2917 6.3901
H 0.2875 5.0942 5.6373
F -2.0394 3.5366 7.6204
C -2.6468 2.3312 7.6159
C -3.9031 2.2107 8.1747
C -4.5293 0.9725 8.1647
C -3.8897 -0.1267 7.6072
C -2.6241 0.0123 7.0539
C -1.9981 1.2506 7.0523
H -4.3819 3.0774 8.6113
H -5.5170 0.8654 8.5929
H -4.3789 -1.0921 7.6049
H -2.1230 -0.8451 6.6232
H -1.0166 1.3796 6.6196
*
```

Record 3
# C6H13N4S

A cluster of 2 separate species, C6H13N4S in total at a distorted geometry (ωB97M-V/def2-TZVPD, the OMol25 dataset).

Properties
ΔE to the lowest compared entry with this formula, charge and spin, kJ/mol: 138.9
LUMO level, eV: -3.0144
Gap between HOMO and LUMO, eV: 8.60
HOMO level, eV: -11.610

ORCA input file:
```
! RIJCOSX wB97M-V def2-TZVPD def2/J DEFGRID3
* xyz 1 1
C 4.5617 0.0036 -0.0362
C 2.4257 0.2482 0.2199
C -2.6925 1.1486 0.8509
C -2.8880 -1.3335 0.4751
C -1.9208 -0.1284 0.5650
C -0.9554 -0.0982 -0.6179
N 3.6675 0.5715 0.7405
N 2.5826 -0.5407 -0.8218
N 3.9274 -0.6861 -0.9778
N -1.1632 0.6535 -1.7108
S 0.9658 0.8473 0.7846
H 5.6278 -0.1287 0.1187
H -3.1109 1.1174 1.9182
H -3.5895 1.1852 0.0685
H -1.8916 1.9378 0.9261
H -2.6452 -2.0007 -0.3090
H -3.9184 -0.8012 0.4036
H -2.9583 -2.0935 1.2288
H -1.1465 -0.1082 1.4136
H -0.3066 -0.9616 -0.7727
H 4.3485 -1.2473 -1.7456
H -0.8104 0.2984 -2.6220
H -1.9850 1.1208 -1.6862
H 3.8754 0.9958 1.5865
*
```

Record 4
# C5H10O2

A cluster of 2 separate species, C5H10O2 in total at a distorted geometry (ωB97M-V/def2-TZVPD, the OMol25 dataset).

Properties
ΔE to the lowest compared entry with this formula, charge and spin, kJ/mol: 257.7
LUMO level (spin up / spin down), eV: 2.8007 / 2.8006
Gap between HOMO and LUMO (spin up / spin down), eV: 3.56 / 4.15
<S²>: 0.779
HOMO level (spin up / spin down), eV: -0.760 / -1.345

ORCA input file:
```
! RIJCOSX wB97M-V def2-TZVPD def2/J DEFGRID3
* xyz -1 2
C -0.0638 -2.7105 1.7607
C -0.2249 -1.1725 1.8074
C -0.1253 -0.4206 0.6547
O 1.0914 0.3138 0.3300
C -1.2192 -0.0254 -0.1980
C -2.4737 0.3101 0.2127
H -0.7664 -3.2205 2.5570
H 0.9656 -2.9274 2.0465
H -0.1164 -3.2413 0.8120
H -0.0567 -0.7431 2.7622
H 1.3633 0.9235 1.0280
H -0.9538 0.4519 -1.1715
H -3.0431 -0.2078 0.9664
H -3.0488 1.1304 -0.2266
H 2.4199 3.2411 -4.6782
H 3.5613 4.2820 -4.4895
O 2.6906 4.0161 -4.1740
*
```

Record 5
# C6H8N

The ion C6H8N with charge +1 at a distorted geometry (ωB97M-V/def2-TZVPD, the OMol25 dataset).

Properties
ΔE to the lowest compared entry with this formula, charge and spin, kJ/mol: 435.4
LUMO level, eV: -3.4695
Gap between HOMO and LUMO, eV: 11.10
HOMO level, eV: -14.566

ORCA input file:
```
! RIJCOSX wB97M-V def2-TZVPD def2/J DEFGRID3
* xyz 1 1
C 2.9154 -0.2885 0.1721
C 1.6809 0.4487 0.1361
N 0.7168 1.0696 0.0629
C -0.5978 1.3667 -0.2322
C -1.2138 0.3031 -1.0618
C -1.5126 0.2050 0.1512
C -2.2284 -0.3176 1.2658
H 3.8228 0.0097 -0.4697
H 2.4067 -1.2108 -0.0994
H 3.2346 -0.3283 1.2247
H -0.8469 2.5025 -0.4023
H -1.4414 0.0537 -2.0647
H -3.1525 0.2215 1.5827
H -1.6388 -0.3210 2.2081
H -2.5264 -1.3369 1.0269
*
```

Record 6
# C59H46ClNO12P2

A cluster of 4 separate species, C59H46ClNO12P2 in total at a distorted geometry (ωB97M-V/def2-TZVPD, the OMol25 dataset).

Properties
LUMO level, eV: -1.3155
Gap between HOMO and LUMO, eV: 8.24
HOMO level, eV: -9.557

ORCA input file:
```
! RIJCOSX wB97M-V def2-TZVPD def2/J DEFGRID3
* xyz 0 1
C -0.6737 1.2755 1.7364
C -1.4879 1.4938 0.4448
O -0.9122 2.5321 -0.3649
P -1.5688 2.6944 -1.8698
O -0.5723 2.2016 -2.8244
C -3.1397 1.7698 -1.9174
C -3.8797 1.8762 -3.2663
C -5.3852 1.6795 -3.1299
C -5.9641 1.1420 -2.0649
C -7.4747 0.9994 -1.9664
O -8.0000 0.0384 -1.4541
C -8.2426 2.1523 -2.6037
C -9.4230 2.6313 -2.0703
C -10.0584 2.0767 -0.7979
N -10.1616 3.2066 0.1632
C -10.0431 3.7096 -2.7382
P -11.6024 4.5059 -2.1634
O -12.2036 5.3949 -3.1833
C -9.4741 4.2330 -3.8719
C -8.2879 3.7403 -4.3959
Cl -7.6155 4.4573 -5.8388
C -7.6481 2.6961 -3.7597
C -6.3157 2.1219 -4.2493
O -6.0325 1.9934 -5.4184
O -1.7514 4.2817 -2.0918
C -2.9916 4.8368 -1.6066
C -2.7656 6.2238 -0.9674
H 0.3882 1.1191 1.5280
H -0.8649 2.0893 2.4470
H -1.0838 0.3673 2.2060
H -2.5188 1.7014 0.7658
H -1.4163 0.5445 -0.1101
H -3.7400 2.0680 -1.0469
H -2.8957 0.7079 -1.7627
H -3.6759 2.8521 -3.7355
H -3.4929 1.1213 -3.9626
H -5.4158 0.7760 -1.1951
H -9.4155 1.3273 -0.3235
H -11.0366 1.6177 -0.9788
H -9.2909 3.2823 0.6794
H -10.8680 3.0057 0.8653
H -11.2437 5.1963 -0.9848
H -12.4616 3.4422 -1.7998
H -9.9745 5.0621 -4.3756
H -3.6256 5.0111 -2.4900
H -3.4928 4.2254 -0.8462
H -3.7290 6.5235 -0.5251
H -2.0735 6.0964 -0.1257
H -2.4471 6.9743 -1.6944
O -2.9630 -2.0678 -2.7481
C -3.1473 -3.1878 -3.1888
C -4.5256 -3.6874 -3.4385
C -5.6041 -2.8552 -3.1828
C -6.8896 -3.2774 -3.4440
C -7.1139 -4.5502 -3.9618
C -6.0427 -5.3982 -4.2026
C -4.7444 -4.9714 -3.9376
C -3.6010 -5.8919 -4.1830
O -3.7910 -7.0277 -4.5659
C -2.2190 -5.3856 -3.9537
C -1.1367 -6.2175 -4.2111
C 0.1549 -5.7485 -4.0325
C 0.3715 -4.4452 -3.5962
C -0.7041 -3.6158 -3.3249
C -2.0021 -4.0826 -3.4970
H -5.4347 -1.8633 -2.7837
H -7.7186 -2.6093 -3.2461
H -8.1224 -4.8789 -4.1777
H -6.2147 -6.3890 -4.6014
H -1.3030 -7.2298 -4.5548
H 0.9967 -6.3975 -4.2373
H 1.3818 -4.0783 -3.4662
H -0.5337 -2.6035 -2.9827
O 5.8138 1.3774 1.6664
C 5.7102 0.5494 0.7829
C 4.4720 0.4605 -0.0356
C 3.4303 1.3509 0.2009
C 2.2871 1.3018 -0.5808
C 2.1792 0.3656 -1.6041
C 3.2071 -0.5346 -1.8328
C 4.3535 -0.4958 -1.0476
C 5.4409 -1.4804 -1.2932
O 5.3158 -2.3462 -2.1365
C 6.6880 -1.3786 -0.4882
C 7.7299 -2.2671 -0.7271
C 8.9083 -2.1620 -0.0059
C 9.0507 -1.1676 0.9567
C 8.0101 -0.2893 1.2071
C 6.8243 -0.3931 0.4916
H 3.5149 2.0837 0.9926
H 1.4772 1.9963 -0.4012
H 1.2885 0.3420 -2.2206
H 3.1204 -1.2657 -2.6257
H 7.6212 -3.0375 -1.4789
H 9.7201 -2.8527 -0.1956
H 9.9748 -1.0795 1.5142
H 8.1223 0.4809 1.9584
O 8.5721 -0.8177 9.8919
C 8.9370 -0.8612 8.7350
C 9.8399 -1.9468 8.2633
C 10.2493 -2.9300 9.1560
C 11.0580 -3.9664 8.7202
C 11.4607 -4.0265 7.3896
C 11.0692 -3.0400 6.4999
C 10.2632 -1.9943 6.9335
C 9.8645 -0.9313 5.9720
O 10.2753 -0.9421 4.8292
C 8.9458 0.1416 6.4374
C 8.5337 1.1217 5.5425
C 7.6525 2.1076 5.9532
C 7.1785 2.1186 7.2615
C 7.5970 1.1519 8.1613
C 8.4851 0.1632 7.7554
H 9.9323 -2.8870 10.1895
H 11.3724 -4.7337 9.4161
H 12.0828 -4.8441 7.0483
H 11.3871 -3.0847 5.4668
H 8.8978 1.1115 4.5240
H 7.3297 2.8674 5.2530
H 6.4825 2.8847 7.5785
H 7.2295 1.1640 9.1788
*
```

Record 7
# C15H21ClErF5O2P2

A structure of composition C15H21ClErF5O2P2 at a distorted geometry (ωB97M-V/def2-TZVPD, the OMol25 dataset).

Properties
ΔE to the lowest compared entry with this formula, charge and spin, kJ/mol: 0.0
LUMO level (spin up / spin down), eV: -8.0323 / -7.9031
Gap between HOMO and LUMO (spin up / spin down), eV: 6.91 / 7.04
<S²>: 3.753
HOMO level (spin up / spin down), eV: -14.939 / -14.940

ORCA input file:
```
! RIJCOSX wB97M-V def2-TZVPD def2/J DEFGRID3
* xyz 2 4
C 6.3982 -1.2386 0.4673
C 4.9264 -1.0290 0.6641
H 6.5651 -2.2575 0.1069
H 6.9314 -1.0991 1.4145
H 6.7785 -0.5239 -0.2713
O 4.0455 -1.8444 0.5071
Cl 4.5104 0.6347 1.1786
Er -0.3847 0.7014 0.1454
P 0.1475 -0.9063 2.2717
C -0.8423 -2.3326 2.8206
C 1.7604 -1.2545 3.0238
H 1.6174 -1.4516 4.0959
H -0.3850 0.0645 4.3921
H 2.4258 -0.3944 2.8862
H 0.2173 1.3223 3.2743
H -0.4285 -3.2445 2.3702
H 2.2085 -2.1227 2.5276
C -0.4449 0.4502 3.3701
H -0.7876 -2.4114 3.9171
H -1.4850 0.7357 3.1621
H -1.8938 -2.2320 2.5211
P 0.5826 0.5796 -2.4053
C -0.2162 -0.2249 -3.8309
C 0.1256 2.3489 -2.6311
H 2.9183 1.1854 -2.2246
H 2.3704 1.1115 -3.9321
H 2.7007 -0.4022 -3.0213
C 2.3167 0.6226 -2.9485
H 0.7151 2.9751 -1.9460
H 0.3816 2.6042 -3.6638
H 0.0263 0.3371 -4.7459
H -1.3065 -0.2567 -3.7101
H -0.9485 2.5217 -2.4804
H 0.1670 -1.2502 -3.9221
C -1.0518 -1.3590 -0.5870
O -1.4620 -2.3805 -0.9578
F -2.7953 1.2084 -2.4705
C -3.4648 1.1762 -1.2656
C -2.7978 0.7004 -0.1385
C -3.6673 0.4755 0.9246
F -3.2084 -0.2301 2.0228
C -5.0083 0.8745 0.9724
F -5.7116 0.7017 2.1128
C -5.5857 1.4706 -0.1500
F -6.8687 1.8945 -0.1309
C -4.7972 1.5984 -1.2938
F -5.2949 2.1508 -2.4218
*
```

Record 8
# C5H11NO

A cluster of 2 separate species, C5H11NO in total at a distorted geometry (ωB97M-V/def2-TZVPD, the OMol25 dataset).

Properties
ΔE to the lowest compared entry with this formula, charge and spin, kJ/mol: 438.8
LUMO level (spin up / spin down), eV: 0.0629 / 0.0614
Gap between HOMO and LUMO (spin up / spin down), eV: 7.93 / 7.93
HOMO level (spin up / spin down), eV: -7.866 / -7.865

ORCA input file:
```
! RIJCOSX wB97M-V def2-TZVPD def2/J DEFGRID3
* xyz 0 1
C 0.1413 -0.8740 -1.5621
C -1.4930 -0.3760 1.3450
N -0.3465 -1.0404 0.7355
H -0.2437 -1.9964 1.0578
H -2.3484 -1.0534 1.3288
H -0.9032 -1.1490 -1.5933
H 0.3295 -0.0977 -2.2907
H 0.8248 -1.7155 -1.5736
H -1.7692 0.5240 0.8005
H -1.2766 -0.1155 2.3875
C 0.3514 1.7673 -0.4840
C 1.2246 0.5782 -0.2072
C 0.9855 -0.4390 0.7593
O 1.8503 -1.0783 1.3622
H 2.2877 0.7688 -0.3339
H 0.5451 2.5864 0.2195
H -0.7135 1.5389 -0.4669
H 0.5537 2.1716 -1.4844
*
```

Record 9
# C7H14NO3

A cluster of 2 separate species, C7H14NO3 in total at a distorted geometry (ωB97M-V/def2-TZVPD, the OMol25 dataset).

Properties
ΔE to the lowest compared entry with this formula, charge and spin, kJ/mol: 116.8
LUMO level, eV: 3.1121
Gap between HOMO and LUMO, eV: 6.73
HOMO level, eV: -3.620

ORCA input file:
```
! RIJCOSX wB97M-V def2-TZVPD def2/J DEFGRID3
* xyz -1 1
C 0.8279 -0.1278 -0.0429
C 1.7113 -1.1924 0.6935
C 2.0815 2.0429 0.0880
C -0.9274 0.8712 1.9683
C 0.1882 1.7775 1.4816
O 0.5666 2.8053 2.0235
N 0.9572 1.2052 0.4933
H 1.2244 0.0054 -1.0630
H -0.1564 -0.5581 -0.2249
H 1.3109 -1.7269 1.5944
H 2.4508 -0.8105 1.3801
H 2.6006 1.6530 -0.8039
H -0.2502 0.0386 2.3050
H 1.9977 -2.0118 0.0226
H 1.9139 3.0422 -0.2026
H 2.8308 1.9399 0.9258
H -1.4134 1.3567 2.8134
H -1.7230 0.5221 1.3131
C -2.0788 -1.2080 -2.6134
C -2.5972 -1.9630 -1.4280
O -3.7820 -1.8719 -1.0237
O -1.8245 -2.7907 -0.8319
H -1.0882 -0.7799 -2.4291
H -2.8991 -0.4624 -2.8952
H -1.9215 -1.7568 -3.5439
*
```